# C30H68BN11O11

A cluster of 9 separate species, C30H68BN11O11 in total in a non-equilibrium geometry (wB97M-V/def2-TZVPD, OMol25).

Each atom is followed by the atoms it is bonded to, with distances in Å.
Atoms and positions in Å:
1 C -1.24785 3.13858 2.15563  B2 1.574, H14 1.090, H15 1.094, H16 1.089
2 B 0.01958 3.13055 1.22222  C1 1.574, O3 1.397, C4 1.586
3 O -0.04134 3.78628 -0.00963  B2 1.397, H17 0.964
4 C 1.37262 2.37728 1.56635  B2 1.586, C5 1.532, C13 1.546, H18 1.094
5 C 1.20015 1.22594 2.56250  C4 1.532, N6 1.472, H19 1.094, H20 1.088
6 N 1.58951 1.57081 3.93972  C5 1.472, C7 1.347, H21 1.020
7 C 1.86700 2.86534 4.18592  N6 1.347, N8 1.347, N9 1.340
8 N 1.28622 3.50557 5.21924  C7 1.347, H22 1.005, H23 1.008
9 N 2.73717 3.49318 3.38394  C7 1.340, C10 1.518, C13 1.473
10 C 3.04638 4.92341 3.78640  N9 1.518, O11 1.215, O12 1.239
11 O 4.22956 5.13899 3.95991  C10 1.215
12 O 2.07310 5.68826 3.82944  C10 1.239
13 C 2.46641 3.40397 1.93898  C4 1.546, N9 1.473, H24 1.085, H25 1.093
14 H -1.82314 4.04168 1.95123  C1 1.090
15 H -1.88525 2.29160 1.88585  C1 1.094
16 H -0.98671 3.09520 3.21205  C1 1.089
17 H 0.30895 4.68056 0.07515  O3 0.964
18 H 1.68282 1.92578 0.61941  C4 1.094
19 H 0.14561 0.94017 2.60896  C5 1.094
20 H 1.72991 0.33107 2.24247  C5 1.088
21 H 0.95190 1.17902 4.63253  N6 1.020
22 H 1.12896 3.02486 6.08716  N8 1.005
23 H 0.98449 4.46278 5.12896  N8 1.008
24 H 3.38586 3.20781 1.39759  C13 1.085
25 H 2.15471 4.40540 1.63165  C13 1.093
26 C 1.42337 -0.88594 -1.38155  O27 1.224, N28 1.336, H31 1.104
27 O 2.23802 0.02086 -1.26997  C26 1.224
28 N 0.11841 -0.71249 -1.60917  C26 1.336, C29 1.453, C30 1.456
29 C -0.79987 -1.83339 -1.71907  N28 1.453, H32 1.094, H33 1.088, H34 1.090
30 C -0.39232 0.64352 -1.74988  N28 1.456, H35 1.091, H36 1.088, H37 1.085
31 H 1.71011 -1.94816 -1.28632  C26 1.104
32 H -1.27355 -1.81591 -2.70451  C29 1.094
33 H -1.56721 -1.75431 -0.95228  C29 1.088
34 H -0.26333 -2.77428 -1.59693  C29 1.090
35 H 0.10827 1.14263 -2.58132  C30 1.091
36 H -0.19417 1.21617 -0.84583  C30 1.088
37 H -1.46214 0.60875 -1.92680  C30 1.085
38 C 5.37264 0.26234 2.24859  O39 1.219, N40 1.341, H43 1.104
39 O 4.21689 0.40396 2.60983  C38 1.219
40 N 5.79169 0.45046 0.98855  C38 1.341, C41 1.449, C42 1.458
41 C 7.16426 0.23778 0.57733  N40 1.449, H44 1.088, H45 1.091, H46 1.090
42 C 4.80108 0.88678 0.01118  N40 1.458, H47 1.089, H48 1.083, H49 1.087
43 H 6.17278 -0.06296 2.93652  C38 1.104
44 H 7.58083 1.15998 0.17745  C41 1.088
45 H 7.20817 -0.52940 -0.19743  C41 1.091
46 H 7.76065 -0.08287 1.43184  C41 1.090
47 H 4.38764 1.84521 0.32008  C42 1.089
48 H 3.99000 0.17221 -0.04750  C42 1.083
49 H 5.26698 0.99095 -0.96537  C42 1.087
50 C -3.97050 -0.29753 0.42681  O51 1.223, N52 1.336, H55 1.104
51 O -2.89087 -0.37202 -0.14210  C50 1.223
52 N -5.15082 -0.52675 -0.15562  C50 1.336, C53 1.451, C54 1.462
53 C -6.40426 -0.41693 0.56784  N52 1.451, H56 1.087, H57 1.086, H58 1.091
54 C -5.16762 -0.89697 -1.56970  N52 1.462, H59 1.092, H60 1.097, H61 1.087
55 H -4.05459 -0.02259 1.49308  C50 1.104
56 H -6.92178 -1.37226 0.55271  C53 1.087
57 H -7.03714 0.33561 0.10570  C53 1.086
58 H -6.20628 -0.13466 1.60246  C53 1.091
59 H -4.60026 -1.81996 -1.70960  C54 1.092
60 H -4.69639 -0.11278 -2.17537  C54 1.097
61 H -6.19580 -1.04544 -1.88834  C54 1.087
62 C -1.22207 -0.25807 6.03608  O63 1.222, N64 1.336, H67 1.100
63 O -0.28945 0.39898 5.59748  C62 1.222
64 N -1.57784 -1.45545 5.56326  C62 1.336, C65 1.450, C66 1.458
65 C -2.69159 -2.20376 6.11327  N64 1.450, H68 1.091, H69 1.091, H70 1.088
66 C -0.81578 -2.02144 4.45631  N64 1.458, H71 1.090, H72 1.090, H73 1.086
67 H -1.84921 0.09647 6.86788  C62 1.100
68 H -2.34355 -3.16439 6.49591  C65 1.091
69 H -3.44037 -2.38150 5.33971  C65 1.091
70 H -3.15039 -1.64592 6.92651  C65 1.088
71 H 0.22964 -2.13426 4.74251  C66 1.090
72 H -0.86168 -1.35752 3.59298  C66 1.090
73 H -1.22758 -2.99088 4.19063  C66 1.086
74 C -4.86120 1.94706 -4.08277  O75 1.218, N76 1.343, H79 1.103
75 O -4.25700 0.93146 -3.78929  C74 1.218
76 N -4.90893 2.47533 -5.31653  C74 1.343, C77 1.449, C78 1.454
77 C -5.64523 3.68890 -5.60894  N76 1.449, H80 1.092, H81 1.092, H82 1.088
78 C -4.19385 1.80092 -6.38776  N76 1.454, H83 1.090, H84 1.090, H85 1.087
79 H -5.43078 2.52726 -3.33729  C74 1.103
80 H -6.41765 3.48996 -6.35439  C77 1.092
81 H -4.97006 4.45414 -5.99621  C77 1.092
82 H -6.11843 4.06358 -4.70414  C77 1.088
83 H -4.56966 0.78443 -6.50603  C78 1.090
84 H -3.13165 1.74377 -6.14971  C78 1.090
85 H -4.32959 2.34937 -7.31613  C78 1.087
86 C 2.01100 -5.20616 -1.61770  O87 1.217, N88 1.346, H91 1.103
87 O 0.89414 -5.03773 -1.16573  C86 1.217
88 N 2.36294 -4.97700 -2.89605  C86 1.346, C89 1.449, C90 1.454
89 C 3.71366 -5.19370 -3.37443  N88 1.449, H92 1.092, H93 1.092, H94 1.088
90 C 1.35107 -4.49484 -3.82241  N88 1.454, H95 1.090, H96 1.090, H97 1.087
91 H 2.84833 -5.56607 -0.99613  C86 1.103
92 H 4.13097 -4.26094 -3.75826  C89 1.092
93 H 3.71494 -5.93662 -4.17470  C89 1.092
94 H 4.34254 -5.55118 -2.56214  C89 1.088
95 H 0.94580 -3.54440 -3.47505  C90 1.090
96 H 0.53047 -5.21020 -3.88567  C90 1.090
97 H 1.79410 -4.36120 -4.80574  C90 1.087
98 C 10.08322 0.40255 -1.05729  O99 1.215, N100 1.346, H103 1.104
99 O 9.13810 0.82616 -1.69298  C98 1.215
100 N 11.13699 1.14412 -0.66963  C98 1.346, C101 1.449, C102 1.454
101 C 12.23639 0.58637 0.09126  N100 1.449, H104 1.092, H105 1.092, H106 1.088
102 C 11.16328 2.55255 -1.03092  N100 1.454, H107 1.090, H108 1.090, H109 1.087
103 H 10.15234 -0.65137 -0.73425  C98 1.104
104 H 12.33076 1.10091 1.04947  C101 1.092
105 H 13.17155 0.69696 -0.46139  C101 1.092
106 H 12.06121 -0.47119 0.27665  C101 1.088
107 H 10.29531 3.06270 -0.61330  C102 1.090
108 H 11.13016 2.66088 -2.11514  C102 1.090
109 H 12.07196 3.00866 -0.64706  C102 1.087
110 C -9.49044 -1.62079 -0.65069  O111 1.217, N112 1.344, H115 1.104
111 O -8.59672 -1.01904 -1.21692  C110 1.217
112 N -9.95789 -2.82268 -1.02788  C110 1.344, C113 1.450, C114 1.455
113 C -11.02420 -3.49689 -0.31372  N112 1.450, H116 1.092, H117 1.091, H118 1.088
114 C -9.36759 -3.46092 -2.19405  N112 1.455, H119 1.090, H120 1.090, H121 1.087
115 H -9.99744 -1.21786 0.24287  C110 1.104
116 H -10.67458 -4.45975 0.06323  C113 1.092
117 H -11.87331 -3.66594 -0.97836  C113 1.091
118 H -11.35164 -2.88867 0.52652  C113 1.088
119 H -8.29987 -3.61480 -2.03659  C114 1.090
120 H -9.49227 -2.82542 -3.07091  C114 1.090
121 H -9.85088 -4.41864 -2.36721  C114 1.087

## Properties
Electronic energy   -2638.75983 hartree
Relative energy (zero: lowest compared OMol25 entry of this formula, charge and spin)   51.73 kJ/mol
E_HOMO   -7.501 eV
Molar mass   769.8 g/mol
Frontier orbital gap   7.8862 eV

Here are the Mulliken charges for atoms 1 to 5, given in e: atom 1 (C): -0.909, atom 2 (B): 0.851, atom 3 (O): -0.790, atom 4 (C): 0.903, atom 5 (C): -0.748